One molecule with the formula C3H6N4 in a non-equilibrium geometry. Source: OMol25; level of theory: ωB97M-V with the def2-TZVPD basis set.

Geometry (Å):
C: -1.321 -1.163 0.059
C: 0.086 -0.580 -0.254
C: 2.157 -0.351 0.022
H: -1.406 -2.233 0.360
H: -1.515 -0.511 1.043
H: -2.208 -1.238 -0.936
H: 3.135 -0.588 -0.032
H: -0.860 2.278 0.815
H: -0.584 2.208 -0.925
N: 1.158 -1.232 -0.090
N: 1.667 0.945 0.006
N: 0.401 0.803 0.031
N: -0.709 1.663 -0.100

Cartesian forces, eV/Å:
-1.83 0.87 -0.83
-2.69 1.25 2.64
-4.15 3.66 -0.46
1.14 0.83 -0.13
-0.89 -1.46 -2.49
2.68 1.24 3.24
2.98 -0.46 0.11
0.80 -1.57 -2.78
0.02 0.85 -0.36
2.05 -2.32 -0.88
3.60 -0.57 0.89
-4.35 -3.92 -1.96
0.61 1.59 3.01

Properties
Total charge ... 0
E_tot ... -336.81691 Eh
HOMO-LUMO gap ... 9.869 eV

***

C54H57HfN6O2SbSi as an isolated structure in a non-equilibrium geometry. Source: OMol25; level of theory: ωB97M-V with the def2-TZVPD basis set.

Geometry (Å):
Hf: 0.612 -0.234 -0.057
C: 4.787 -3.602 2.373
C: 3.432 -3.708 2.642
C: 2.503 -3.102 1.808
C: 2.919 -2.358 0.703
C: 4.286 -2.278 0.427
C: 5.208 -2.898 1.252
N: 1.983 -1.693 -0.131
N: 2.363 -1.830 -1.467
C: 2.012 -0.924 -2.328
C: 2.419 -1.115 -3.695
C: 2.125 -0.190 -4.629
C: 1.362 0.962 -4.253
C: 0.973 1.116 -2.974
N: 1.280 0.224 -1.956
H: 5.509 -4.074 3.024
H: 3.097 -4.291 3.490
H: 1.445 -3.252 1.987
H: 4.606 -1.729 -0.447
H: 6.263 -2.833 1.022
H: 2.982 -2.015 -3.899
H: 2.452 -0.309 -5.653
H: 1.090 1.706 -4.987
H: 0.409 1.991 -2.679
N: 1.889 0.103 2.139
C: 1.321 0.251 3.504
C: 0.389 -0.889 3.875
C: -0.876 -0.914 3.038
N: -0.596 -1.240 1.616
H: 2.462 -0.742 2.148
H: 2.555 0.863 2.015
H: 0.767 1.191 3.553
H: 2.128 0.302 4.238
H: 0.105 -0.777 4.921
H: 0.918 -1.842 3.790
H: -1.372 0.059 3.078
H: -1.564 -1.656 3.447
H: -1.489 -1.495 1.200
H: -0.067 -2.113 1.605
O: -1.577 0.799 -1.014
H: -1.601 0.844 -1.982
H: -2.399 1.218 -0.724
O: -0.771 -1.117 -3.505
C: -0.732 -1.453 -2.400
N: -0.805 -1.800 -1.223
C: 1.976 -6.047 -2.178
C: 1.231 -5.427 -3.173
C: 0.110 -4.689 -2.835
C: -0.290 -4.567 -1.499
C: 0.477 -5.186 -0.510
C: 1.601 -5.922 -0.848
Si: -1.743 -3.463 -1.158
C: -2.588 -3.485 0.516
C: -3.415 -2.426 0.913
C: -4.155 -2.495 2.083
C: -4.095 -3.636 2.874
C: -3.311 -4.709 2.479
C: -2.566 -4.635 1.309
C: -3.031 -3.287 -2.505
C: -3.654 -2.049 -2.703
C: -4.577 -1.864 -3.716
C: -4.896 -2.920 -4.560
C: -4.303 -4.158 -4.369
C: -3.381 -4.342 -3.350
H: 2.855 -6.620 -2.440
H: 1.524 -5.518 -4.210
H: -0.469 -4.199 -3.612
H: 0.199 -5.095 0.534
H: 2.189 -6.398 -0.075
H: -3.517 -1.552 0.272
H: -4.804 -1.673 2.356
H: -4.680 -3.695 3.782
H: -3.304 -5.618 3.065
H: -1.969 -5.484 0.998
H: -3.409 -1.217 -2.050
H: -5.045 -0.898 -3.854
H: -5.606 -2.774 -5.363
H: -4.560 -4.986 -5.016
H: -2.920 -5.315 -3.218
C: -0.102 6.234 0.975
C: 0.662 5.540 2.068
C: 1.101 6.341 3.125
C: 1.865 5.845 4.165
C: 2.232 4.510 4.160
C: 1.801 3.695 3.130
C: 1.000 4.181 2.095
Sb: 0.306 2.726 0.643
C: 1.372 3.637 -1.004
C: 0.790 4.595 -1.826
C: 1.500 5.159 -2.876
C: 2.802 4.754 -3.115
C: 3.391 3.810 -2.289
C: 2.704 3.248 -1.218
C: 3.451 2.315 -0.296
C: -1.773 3.345 0.507
C: -2.347 3.622 -0.738
C: -3.672 4.008 -0.847
C: -4.441 4.132 0.303
C: -3.883 3.843 1.535
C: -2.553 3.434 1.662
C: -2.031 3.135 3.044
H: -0.718 7.030 1.392
H: -0.747 5.560 0.427
H: 0.598 6.698 0.277
H: 0.821 7.388 3.116
H: 2.176 6.500 4.967
H: 2.843 4.105 4.957
H: 2.109 2.656 3.136
H: -0.227 4.919 -1.660
H: 1.036 5.914 -3.496
H: 3.362 5.180 -3.936
H: 4.415 3.509 -2.474
H: 4.460 2.145 -0.667
H: 2.973 1.337 -0.207
H: 3.543 2.765 0.699
H: -1.746 3.548 -1.637
H: -4.097 4.229 -1.818
H: -5.473 4.451 0.237
H: -4.482 3.946 2.431
H: -2.790 2.627 3.638
H: -1.130 2.520 3.018
H: -1.780 4.063 3.562

Cartesian forces, eV/Å:
-1.23 -0.38 1.93
0.00 0.00 -0.01
0.04 -0.08 0.09
-0.10 0.17 -0.25
0.15 -0.45 0.21
-0.13 0.17 -0.09
-0.01 -0.02 0.08
0.91 0.73 -0.19
0.12 -0.83 -0.58
0.19 0.01 0.34
0.03 0.21 -0.31
0.12 -0.27 0.18
-0.13 0.15 0.21
0.05 0.44 -0.34
0.47 -0.06 -0.89
0.00 -0.02 -0.01
-0.03 0.02 0.00
0.00 -0.06 0.03
0.03 -0.02 -0.01
0.00 0.03 -0.01
-0.01 0.00 -0.03
-0.01 -0.04 0.00
-0.01 0.03 0.03
-0.01 0.01 0.05
-0.04 -0.11 -0.34
-0.27 -0.05 0.11
0.01 0.14 -0.23
0.11 0.07 0.27
-0.44 -0.16 0.13
0.08 0.03 -0.01
0.05 -0.04 -0.17
0.03 -0.05 -0.01
0.04 0.08 -0.06
0.02 0.00 0.01
-0.02 -0.05 0.05
-0.02 -0.02 -0.04
-0.06 0.01 -0.10
-0.09 -0.11 0.01
-0.14 -0.12 0.05
0.28 -0.21 -0.24
0.02 0.01 0.01
0.13 0.24 0.25
0.05 -0.12 0.13
-0.53 -0.09 -0.50
-0.01 -0.08 0.05
0.00 0.05 -0.01
0.06 0.03 -0.02
-0.13 0.04 0.05
-0.46 -0.17 0.06
-0.09 0.05 0.05
0.09 0.01 0.02
0.18 0.30 0.16
0.15 -0.20 -0.21
-0.07 -0.05 -0.16
-0.01 0.07 -0.06
0.01 -0.01 -0.02
-0.08 -0.06 0.05
0.19 0.06 -0.06
0.39 0.08 0.05
-0.03 -0.07 0.09
-0.03 0.06 0.00
0.03 0.00 0.04
-0.08 -0.08 -0.02
0.17 -0.04 0.09
-0.01 -0.02 0.00
0.01 -0.01 0.00
0.03 -0.08 -0.07
0.02 -0.03 0.00
0.00 0.00 0.01
0.00 0.02 0.05
0.01 -0.01 0.04
-0.02 -0.02 -0.01
0.05 0.02 0.03
-0.05 -0.05 0.07
-0.03 0.06 -0.03
-0.01 -0.01 -0.01
-0.01 -0.02 0.00
0.01 0.00 -0.01
0.00 -0.01 -0.04
0.05 -0.05 0.03
-0.05 0.07 0.04
0.02 -0.06 0.00
-0.03 0.04 -0.04
0.10 -0.03 0.09
0.03 -0.08 -0.06
-0.02 -0.54 0.02
-0.08 1.88 -0.07
-0.20 -0.16 0.10
-0.08 -0.08 -0.03
0.03 0.02 -0.02
-0.04 0.00 -0.04
0.03 0.02 0.00
-0.03 0.01 0.10
-0.01 0.28 -0.01
0.39 -0.22 -0.12
0.08 0.03 -0.05
-0.01 0.04 -0.01
0.00 -0.01 0.04
-0.01 0.03 -0.02
0.01 -0.02 0.08
-0.05 0.14 -0.09
-0.02 -0.02 0.00
-0.08 0.01 -0.10
-0.02 -0.04 -0.06
0.03 0.02 0.02
0.01 -0.01 0.01
0.02 -0.01 -0.02
-0.02 0.10 0.04
0.01 0.05 0.03
-0.01 -0.01 -0.01
0.01 -0.01 0.00
0.01 0.01 0.04
-0.01 -0.05 0.02
-0.02 -0.12 -0.02
-0.02 -0.07 0.03
-0.07 -0.03 0.01
0.01 0.00 -0.01
0.00 0.00 0.00
-0.02 -0.04 0.00
0.02 -0.05 0.00
-0.01 -0.02 0.10
0.09 -0.04 0.02

Properties
Total charge ... +2
E_tot ... -3148.36033 Eh
HOMO-LUMO gap ... 6.642 eV

***

A 2-piece molecular cluster, C9H23N3OP overall in a non-equilibrium geometry. Source: OMol25; level of theory: ωB97M-V with the def2-TZVPD basis set.

Geometry (Å):
C: -0.566 0.680 0.253
C: -1.555 -1.541 -0.161
C: -1.906 1.346 0.317
C: -2.902 -0.822 -0.165
C: -0.473 -0.555 -0.584
C: 2.377 -3.499 -1.237
C: 2.678 2.985 1.033
C: 3.758 1.391 -0.305
C: -4.302 0.955 0.818
N: 1.738 -2.243 -1.519
N: 2.535 1.813 0.232
N: -2.980 0.325 0.719
O: 1.170 -1.992 1.050
P: 1.313 -1.200 -0.197
H: 0.192 1.329 0.067
H: -0.378 0.246 1.227
H: -1.296 -2.210 0.775
H: -1.510 -2.335 -0.869
H: -1.854 1.956 1.178
H: -2.141 1.736 -0.631
H: -2.895 -0.341 -1.102
H: -3.701 -1.483 0.019
H: -0.528 -0.515 -1.713
H: 3.364 -3.344 -1.164
H: 1.830 -3.986 -0.426
H: 2.245 -4.145 -2.121
H: 2.778 2.655 2.002
H: 3.485 3.635 0.797
H: 1.803 3.660 0.910
H: 4.341 2.144 -0.934
H: 4.358 1.033 0.642
H: 3.732 0.549 -0.973
H: -4.801 1.017 -0.138
H: -5.029 0.377 1.518
H: -4.194 2.000 1.363
H: 1.934 -1.707 -2.384
H: -2.622 0.090 1.700

Cartesian forces, eV/Å:
-1.91 -2.30 0.60
1.16 -1.36 2.12
0.33 -1.77 0.71
1.57 -0.95 -0.18
0.94 -0.99 -1.45
-3.45 -1.18 -1.77
-1.55 1.16 -2.10
2.40 -0.16 0.73
-1.80 1.24 3.08
-1.49 2.71 0.37
-0.69 0.24 -0.84
1.93 0.84 2.53
0.29 -0.03 0.49
-0.74 -1.27 -1.26
2.10 2.25 -0.59
0.29 0.27 0.84
-0.53 2.02 -1.08
-0.75 -0.51 -0.99
-0.34 1.62 0.26
-0.81 1.06 -0.90
-0.93 0.12 -1.63
-1.16 -0.64 0.00
0.05 0.72 1.09
3.76 0.00 1.14
0.70 0.19 0.18
-0.05 0.13 0.24
0.06 -0.45 2.61
1.29 0.27 -0.36
0.07 -0.71 0.43
-0.55 -0.29 1.33
-0.34 0.74 -1.75
-0.65 -0.70 -0.07
0.26 0.26 -0.34
1.53 0.57 -1.24
-0.14 -2.06 -1.51
0.14 -0.94 0.72
-0.97 -0.11 -1.44

Properties
Total charge ... +1
E_tot ... -937.20004 Eh
HOMO-LUMO gap (spin up / spin down) ... 8.109 / 7.925 eV

***

One molecule with the formula C4H6N2 in a non-equilibrium geometry. Source: OMol25; level of theory: ωB97M-V with the def2-TZVPD basis set.

Geometry (Å):
C: 0.880 1.410 0.032
C: 0.065 0.147 -0.003
C: -1.245 -0.079 0.543
N: -1.708 -1.273 0.448
N: 0.891 -2.053 -0.985
C: 0.498 -1.001 -0.535
H: 1.428 1.617 -0.899
H: 0.180 2.242 0.160
H: 1.608 1.474 0.855
H: -1.738 0.773 1.031
H: -2.628 -1.368 0.857
H: 1.768 -1.889 -1.504

Cartesian forces, eV/Å:
0.13 0.44 0.13
0.13 -0.09 -0.17
-0.09 -0.17 -0.02
-0.41 0.33 0.31
1.19 1.15 0.08
0.20 -0.24 -0.03
-0.22 -0.22 0.20
0.13 -0.04 0.01
-0.21 -0.14 -0.13
-0.08 -0.17 -0.08
-0.18 0.04 0.04
-0.60 -0.88 -0.34

Properties
Total charge ... 0
E_tot ... -265.42380 Eh
HOMO-LUMO gap ... 8.229 eV

***

One molecule with the formula C5H8S in a non-equilibrium geometry. Source: OMol25; level of theory: ωB97M-V with the def2-TZVPD basis set.

Geometry (Å):
C: -1.253 -1.296 -0.044
C: -0.485 -0.078 0.410
C: -0.587 1.246 -0.174
C: 0.600 0.409 -0.464
C: 1.861 0.469 0.256
H: -2.006 -1.493 0.725
H: -0.548 -2.151 -0.201
H: -1.718 -1.118 -1.026
H: -0.192 -0.270 1.419
H: -1.212 1.460 -1.015
H: -0.275 2.020 0.590
H: 0.722 0.016 -1.473
H: 1.884 1.184 1.082
S: 3.207 -0.397 -0.085

Cartesian forces, eV/Å:
0.20 -0.06 -0.70
-1.04 -2.69 -0.26
1.28 2.21 2.24
1.94 -0.65 -1.48
1.01 0.39 -0.34
-0.02 -0.42 -0.41
-0.69 0.52 0.47
-0.10 -0.08 0.37
0.13 0.80 0.76
-0.43 0.24 0.01
-1.11 -0.29 -1.32
-0.35 -0.25 0.28
-0.04 -0.18 0.20
-0.78 0.45 0.18

Properties
Total charge ... 0
E_tot ... -593.43282 Eh
HOMO-LUMO gap ... 8.661 eV

***

One molecule with the formula C3H7NO. Source: OMol25; level of theory: ωB97M-V with the def2-TZVPD basis set.

Geometry (Å):
O: 1.869 0.450 0.655
C: 1.491 -0.650 -0.120
C: 0.134 -0.410 -0.734
C: -1.645 0.643 0.207
N: -0.363 0.715 -0.438
H: 1.227 1.152 0.411
H: 1.254 -1.512 0.539
H: 2.281 -0.959 -0.807
H: -0.486 -1.268 -1.041
H: -1.326 0.415 1.234
H: -2.296 -0.182 -0.115
H: -2.141 1.606 0.208

Cartesian forces, eV/Å:
0.40 0.08 -0.26
0.14 -0.26 -0.39
0.02 0.15 0.34
-0.49 0.26 0.05
0.24 -0.53 0.38
0.12 -0.25 0.16
0.27 0.15 -0.18
0.09 -0.02 -0.03
0.14 0.03 0.19
-0.61 0.18 0.03
-0.02 0.20 -0.19
-0.29 0.01 -0.10

Properties
Total charge ... 0
E_tot ... -248.43003 Eh
HOMO-LUMO gap ... 10.383 eV